Formula: C72H162F6KN12O12S6
Source: the OMol25 dataset
Level of theory: ωB97M-V with the def2-TZVPD basis set

Geometry as XYZ:
```
271
Properties=species:S:1:pos:R:3
K -0.79 3.95 2.90
C 5.39 7.33 0.24
C 4.11 6.47 0.33
C 3.50 6.09 -1.02
N 2.26 5.17 -0.88
C 2.77 3.69 -0.81
C 1.32 5.54 0.25
C 0.02 4.89 -0.19
C -0.05 4.95 -1.72
C 1.38 5.31 -2.11
H 5.36 8.38 -0.03
H 5.95 6.84 -0.57
H 6.05 7.18 1.10
H 3.38 7.01 0.93
H 4.39 5.57 0.87
H 4.22 5.51 -1.60
H 3.22 6.94 -1.64
H 3.19 3.63 0.19
H 3.47 3.38 -1.57
H 1.86 3.12 -0.97
H 1.72 5.13 1.18
H 1.32 6.61 0.43
H -0.10 3.86 0.16
H -0.82 5.43 0.25
H -0.44 4.07 -2.24
H -0.81 5.69 -1.96
H 1.77 4.75 -2.96
H 1.36 6.34 -2.47
C 5.84 2.72 1.41
C 6.68 3.39 0.31
C 6.49 2.73 -1.04
N 7.54 3.28 -2.03
C 7.38 4.76 -2.30
C 7.35 2.58 -3.39
C 8.72 2.09 -3.83
C 9.75 2.78 -2.92
C 8.97 3.06 -1.62
H 4.99 2.11 1.10
H 5.53 3.44 2.17
H 6.40 1.96 1.97
H 7.74 3.43 0.56
H 6.37 4.44 0.24
H 5.54 3.01 -1.49
H 6.84 1.70 -0.97
H 8.03 4.96 -3.16
H 7.73 5.29 -1.42
H 6.33 4.96 -2.47
H 6.89 3.20 -4.15
H 6.74 1.68 -3.25
H 8.92 2.23 -4.89
H 8.97 1.03 -3.72
H 10.14 3.73 -3.29
H 10.58 2.13 -2.64
H 9.41 3.92 -1.12
H 9.01 2.24 -0.90
C 4.63 -0.65 2.64
C 5.75 -1.51 3.20
C 5.39 -1.95 4.62
N 6.50 -2.67 5.38
C 7.13 -3.82 4.65
C 7.59 -1.70 5.77
C 8.30 -2.43 6.93
C 7.26 -3.40 7.51
C 5.98 -3.06 6.77
H 4.77 -0.26 1.62
H 4.64 0.28 3.22
H 3.62 -1.05 2.73
H 6.66 -0.91 3.29
H 5.84 -2.43 2.62
H 4.64 -2.74 4.60
H 5.08 -1.15 5.29
H 7.72 -4.42 5.34
H 7.66 -3.53 3.75
H 6.25 -4.40 4.35
H 8.25 -1.51 4.92
H 7.16 -0.75 6.09
H 9.21 -2.93 6.59
H 8.69 -1.73 7.67
H 7.54 -4.45 7.50
H 7.21 -3.19 8.58
H 5.33 -3.93 6.66
H 5.38 -2.27 7.22
C 3.44 -2.87 9.41
C 2.16 -2.65 8.59
C 2.39 -2.27 7.11
N 1.09 -2.17 6.32
C 0.15 -1.10 6.81
C 0.28 -3.51 6.34
C -0.46 -3.60 4.98
C 0.20 -2.64 4.04
C 1.39 -2.05 4.83
H 3.23 -3.12 10.45
H 4.05 -1.97 9.41
H 3.91 -3.79 9.04
H 1.55 -1.88 9.08
H 1.52 -3.52 8.74
H 2.92 -3.05 6.56
H 2.94 -1.33 7.06
H -0.66 -1.07 6.07
H 0.71 -0.17 6.65
H -0.26 -1.26 7.80
H -0.40 -3.61 7.19
H 0.97 -4.33 6.52
H -1.55 -3.55 4.99
H -0.32 -4.57 4.50
H -0.49 -1.81 3.84
H 0.52 -2.94 3.05
H 1.60 -1.01 4.59
H 2.27 -2.64 4.59
C -0.34 1.56 -4.62
C -0.86 2.58 -5.65
C -1.39 1.90 -6.95
N -2.48 2.70 -7.70
C -1.95 4.07 -8.04
C -3.75 2.86 -6.89
C -4.91 3.07 -7.92
C -4.55 1.93 -8.88
C -3.02 1.93 -8.92
H -0.19 2.09 -3.67
H 0.59 1.06 -4.86
H -1.08 0.80 -4.35
H -0.05 3.26 -5.89
H -1.58 3.25 -5.18
H -1.86 0.96 -6.68
H -0.57 1.79 -7.66
H -1.12 3.89 -8.71
H -1.66 4.60 -7.13
H -2.72 4.62 -8.58
H -3.65 3.68 -6.19
H -3.90 1.93 -6.33
H -4.93 4.05 -8.40
H -5.89 2.96 -7.46
H -4.92 2.05 -9.90
H -5.02 1.01 -8.51
H -2.72 2.44 -9.84
H -2.59 0.93 -8.91
C -5.10 -3.61 5.97
C -5.38 -2.98 4.59
C -5.05 -1.49 4.50
N -5.59 -0.78 3.24
C -7.12 -0.77 3.28
C -5.08 0.67 3.11
C -4.34 0.82 1.80
C -3.89 -0.58 1.51
C -5.04 -1.43 1.98
H -4.12 -3.36 6.38
H -5.21 -4.69 5.91
H -5.82 -3.26 6.71
H -6.41 -3.21 4.31
H -4.79 -3.60 3.92
H -3.96 -1.47 4.55
H -5.37 -0.95 5.39
H -7.48 -0.08 2.51
H -7.41 -0.28 4.20
H -7.42 -1.81 3.19
H -5.91 1.36 3.24
H -4.41 0.81 3.96
H -5.02 1.10 1.00
H -3.55 1.55 1.95
H -3.70 -0.77 0.46
H -2.94 -0.77 2.01
H -5.87 -1.37 1.27
H -4.92 -2.50 2.14
C -6.37 -7.72 -4.30
C -5.98 -6.71 -3.17
C -4.71 -5.94 -3.53
N -4.30 -4.98 -2.35
C -3.80 -5.76 -1.14
C -5.40 -3.94 -2.05
C -4.71 -2.71 -1.52
C -3.39 -2.65 -2.28
C -3.22 -4.03 -2.90
H -5.53 -8.38 -4.52
H -6.69 -7.21 -5.21
H -7.20 -8.29 -3.89
H -5.89 -7.34 -2.28
H -6.83 -6.04 -3.03
H -4.95 -5.29 -4.37
H -3.87 -6.60 -3.77
H -3.08 -6.51 -1.45
H -4.65 -6.23 -0.65
H -3.38 -5.05 -0.44
H -6.03 -4.45 -1.32
H -6.04 -3.80 -2.92
H -4.62 -2.78 -0.44
H -5.21 -1.76 -1.71
H -2.52 -2.36 -1.69
H -3.38 -1.94 -3.11
H -2.28 -4.52 -2.66
H -3.35 -4.00 -3.98
C -4.60 1.60 -2.22
C -5.70 0.88 -2.99
C -7.10 0.79 -2.31
N -8.12 0.00 -3.11
C -8.16 0.53 -4.51
C -9.49 0.01 -2.47
C -10.26 -1.19 -3.00
C -9.20 -2.21 -3.42
C -7.85 -1.53 -3.09
H -4.87 2.65 -2.07
H -3.65 1.60 -2.74
H -4.51 1.22 -1.20
H -5.33 -0.12 -3.24
H -5.70 1.38 -3.96
H -7.51 1.78 -2.10
H -7.00 0.25 -1.37
H -9.00 0.12 -5.07
H -7.27 0.29 -5.09
H -8.26 1.61 -4.54
H -9.98 0.96 -2.71
H -9.37 -0.05 -1.39
H -10.95 -1.05 -3.83
H -10.90 -1.60 -2.22
H -9.31 -2.46 -4.47
H -9.36 -3.16 -2.92
H -7.08 -1.71 -3.84
H -7.52 -1.76 -2.08
C -0.03 -2.51 -6.09
C 1.40 -2.44 -5.54
C 1.31 -2.51 -4.03
N 2.64 -2.59 -3.22
C 3.62 -3.50 -3.92
C 3.25 -1.16 -3.14
C 2.75 -0.52 -1.82
C 2.04 -1.61 -1.08
C 2.36 -2.91 -1.72
H -0.56 -3.36 -5.65
H 0.06 -2.64 -7.16
H -0.55 -1.62 -5.75
H 1.88 -1.54 -5.92
H 1.91 -3.31 -5.97
H 0.97 -3.53 -3.83
H 0.66 -1.79 -3.54
H 4.47 -3.79 -3.30
H 3.88 -3.07 -4.88
H 3.13 -4.46 -4.04
H 4.32 -1.35 -3.18
H 2.91 -0.67 -4.05
H 3.59 -0.16 -1.21
H 2.18 0.41 -1.81
H 2.46 -1.68 -0.07
H 0.96 -1.46 -1.00
H 3.37 -3.08 -1.34
H 1.76 -3.78 -1.48
N 5.49 0.34 6.29
S 5.20 0.15 7.93
O 4.11 -0.73 8.33
O 5.45 1.28 8.77
F 6.44 -0.83 8.20
S 4.10 0.86 5.91
O 3.51 1.96 6.60
O 3.16 -0.18 5.42
F 4.61 1.57 4.51
N -2.90 5.20 1.74
S -3.90 5.51 2.85
O -4.63 4.40 3.42
O -4.49 6.81 2.77
F -2.90 5.69 4.13
S -4.03 5.07 0.52
O -4.45 6.17 -0.27
O -5.03 4.08 0.82
F -3.07 4.31 -0.52
N -0.03 1.63 1.72
S 1.22 0.79 1.80
O 2.37 1.25 1.04
O 1.08 -0.66 1.90
F 1.58 1.09 3.34
S -0.56 0.98 0.22
O -1.03 -0.38 0.18
O 0.09 1.51 -0.96
F -1.95 1.73 0.14
```

Output
net charge: +7
energy relative to the best compared isomer or geometry (same formula, charge and spin): 0.0 kJ/mol
multiplicity: 1
E_tot: -7985.85855 Eh